# 1
{"formula": "C47H58AuNO4S", "method": "ωB97M-V/def2-TZVPD", "symbols": ["H", "C", "C", "O", "C", "H", "C", "H", "C", "C", "H", "C", "C", "H", "H", "H", "O", "H", "H", "C", "H", "C", "H", "H", "C", "C", "H", "H", "H", "H", "H", "H", "C", "H", "H", "H", "C", "H", "C", "H", "C", "C", "C", "C", "H", "H", "H", "C", "H", "C", "C", "C", "O", "H", "C", "C", "C", "C", "C", "H", "H", "H", "H", "S", "C", "C", "H", "H", "H", "H", "C", "C", "C", "H", "N", "C", "Au", "H", "C", "H", "C", "C", "H", "H", "H", "H", "C", "C", "H", "C", "H", "C", "H", "H", "C", "H", "H", "H", "H", "H", "H", "H", "H", "H", "C", "H", "C", "H", "C", "C", "O", "C"], "positions_angstrom": [[-2.3928, 0.2053, 5.2139], [-0.0912, -2.0614, 2.5942], [-3.1071, 3.1814, -0.8369], [-0.4387, -2.3281, -2.6491], [0.1248, 5.3834, -2.3532], [-5.2879, -0.1169, 4.2987], [-1.3763, 1.5989, 2.0660], [-0.7561, -1.2824, 4.4425], [-0.9916, -3.1537, -3.6630], [-2.2548, -1.5207, -1.3002], [-0.1885, 5.1354, -1.3375], [2.6959, -0.4063, 1.5906], [-1.2820, -1.3084, -2.2769], [-2.4069, 2.9706, -0.0274], [0.7349, 0.4406, 3.5693], [-5.4767, 0.7683, -0.1525], [0.3393, -3.0781, 0.5029], [-5.0349, -2.4222, 5.2757], [-0.5415, 4.8689, -3.0469], [-4.5190, -0.3541, 3.5602], [-3.8657, -2.1499, 1.6195], [-2.4334, -1.6960, 3.1627], [-3.7663, 3.9905, -0.5151], [1.8748, 6.3952, -4.2126], [4.2598, -1.2872, -0.0204], [-2.8130, -2.1312, 1.8765], [1.4342, -1.5754, 3.9804], [-5.4767, 1.3884, -2.6208], [5.9482, -5.4886, 0.4816], [-3.7606, -0.4525, 6.1150], [-3.5600, -3.3615, 4.9980], [2.3156, 6.8894, -1.8607], [0.9949, 1.2626, -2.9166], [0.3669, 3.0004, -3.9332], [1.5609, -3.1636, 3.2872], [0.6549, -0.6080, -3.8968], [-4.2475, -2.6404, 4.5513], [-3.3139, -3.2161, -0.5044], [-1.9027, -2.5087, 0.9330], [4.9274, -1.0941, -0.8505], [-3.9414, 1.9380, -1.1785], [2.4267, -1.7055, 2.0425], [1.9905, 5.3248, -4.0329], [2.5764, 2.9802, -1.3535], [3.5279, 5.6137, -1.7767], [1.3679, 4.7969, -4.7557], [-1.9323, -3.6078, -3.3367], [4.7546, -3.7993, -0.1694], [5.3123, -2.8912, -2.0726], [2.4663, 5.8309, -1.6449], [5.7807, -3.4083, -1.2330], [-4.8574, 2.2517, -2.3688], [1.7197, -0.5219, -1.5559], [-5.0228, -0.7670, 2.6853], [-3.5149, -1.3420, 4.1736], [3.5710, -0.2130, 0.5154], [3.7312, 1.1491, -0.1131], [-2.3014, -2.8076, -0.4900], [1.7424, 3.5027, -2.3441], [-3.8398, -0.6471, -0.1894], [2.9223, -3.7472, 1.8071], [3.1459, -4.1063, -1.5990], [4.7834, -4.9471, 1.6903], [-1.9335, 2.5294, 3.2689], [1.7137, 0.8884, 3.3941], [3.6774, -4.6715, -0.8310], [3.1844, 3.6505, -0.7610], [-1.6125, -3.5368, -0.9108], [4.1330, -5.5511, -1.2930], [2.2035, 5.6652, -0.5988], [5.4741, -4.6065, 0.9184], [-3.0213, 0.7791, -1.5579], [1.8022, 0.7333, -1.8293], [-4.2751, 2.5180, -3.2532], [-0.9746, 0.9266, 1.1994], [-1.1164, -0.0356, -2.8368], [0.2598, 0.0843, -0.1339], [6.2591, -4.3079, -1.6245], [-2.9410, -0.7106, 5.4424], [2.9364, -5.0092, -0.1056], [-0.4860, -2.5739, 1.2868], [-4.8018, 1.6050, 0.0413], [1.6323, 1.9571, 3.5792], [2.4590, 0.4562, 4.0665], [3.8317, 1.9168, 0.6561], [-5.5161, 3.0899, -2.1301], [1.3543, -2.1179, 3.0399], [-3.1137, -0.4749, -0.9723], [3.0315, 5.0572, -4.2223], [0.1054, 0.3049, -3.6732], [-4.0232, 0.5741, 3.2736], [-1.0640, -1.6457, 3.4701], [6.5616, -2.7651, -0.8216], [-1.8514, 1.9543, -2.9210], [3.1520, -2.7450, 1.4657], [-4.1828, 1.3661, 0.9093], [-2.2826, -1.3980, 5.9772], [-5.4154, 2.4700, 0.2987], [-1.1778, -2.5809, -4.5776], [-2.5408, 3.5425, -1.6972], [-0.1981, 0.7763, -4.6099], [-0.2624, -3.9354, -3.8638], [-4.7088, -3.1069, 3.6793], [4.6742, 1.1422, -0.6705], [4.0770, -2.5793, 0.4485], [-0.0029, 6.4576, -2.5005], [-2.0036, 0.9715, -2.4881], [6.2472, -4.0044, 1.4000], [2.6752, 1.6287, -1.0919], [1.5955, 4.9979, -2.5851], [2.1172, 0.7553, 2.0411], [0.9923, 2.6073, -3.1402]], "lumo_ev": [0.5, -2.2], "de_lowest_kcal_mol": 0.0, "s_squared": 2.071, "e_tot_ev": -73887.7637, "multiplicity": 3, "homo_lumo_gap_ev": [8.30, 5.77]}



# 2
{"formula": "C47H59N5O3S2Sr", "method": "ωB97M-V/def2-TZVPD", "symbols": ["C", "H", "H", "C", "C", "C", "H", "H", "H", "O", "C", "C", "H", "C", "N", "C", "C", "H", "H", "C", "H", "N", "H", "C", "H", "H", "C", "H", "C", "H", "H", "H", "H", "C", "C", "C", "H", "H", "H", "H", "H", "C", "H", "H", "H", "C", "H", "H", "C", "C", "C", "H", "H", "C", "C", "H", "S", "S", "H", "H", "C", "H", "C", "H", "C", "C", "C", "H", "H", "C", "H", "C", "H", "C", "H", "H", "H", "C", "N", "H", "C", "C", "H", "C", "C", "H", "C", "O", "C", "H", "C", "C", "C", "H", "H", "H", "H", "N", "H", "C", "H", "O", "C", "Sr", "C", "C", "H", "C", "H", "C", "H", "H", "H", "H", "N", "H", "H"], "positions_angstrom": [[-4.9398, 2.5555, -0.5496], [-2.8684, -1.4139, 4.6229], [3.6088, -4.1945, -2.6335], [-3.0048, 7.9143, -1.0702], [-4.0692, 6.8251, -3.4383], [-0.8008, 3.5326, -0.7352], [-2.8012, -0.1066, -6.0359], [-2.3009, 4.2236, -1.9335], [3.2627, 1.6442, -4.1202], [-3.1957, 6.0561, -2.6372], [3.6497, -1.9312, -1.1587], [0.0026, -1.3934, 4.5529], [2.5365, 3.2208, -4.4267], [-1.3456, -0.9274, -4.6955], [-1.9871, -1.1500, 1.4056], [3.4545, 6.4567, -0.2265], [-2.0662, 0.2733, -5.3219], [4.7632, 4.4742, 0.5960], [-4.9738, 7.0937, -2.8854], [1.7034, -3.4700, -0.7872], [-0.3366, -2.6747, -2.7462], [0.6844, -1.3847, 2.3389], [1.4564, 2.3912, -6.3787], [-1.8294, 5.8153, -0.7556], [3.9648, 6.6050, 0.7300], [-3.6668, 8.5421, -1.6471], [1.4755, -1.5025, -2.3322], [0.5798, 4.9327, -0.6471], [-2.5932, 2.1356, -0.9863], [-2.6079, 0.8803, -4.6016], [0.3817, 0.9988, -6.3767], [-6.3130, 1.8028, -2.0092], [2.3838, 2.4729, -2.8307], [4.1202, 2.4219, 0.7004], [1.6219, 3.3107, -0.0123], [-0.3518, -1.3192, 3.2395], [-5.7204, 2.9904, 0.0576], [4.2637, -1.4305, -1.9063], [3.0221, -2.0235, 1.3097], [-0.6349, -1.3691, 5.4170], [3.3822, -1.1719, -0.4266], [-0.0136, 2.6420, -4.0666], [-0.9964, 2.3302, -4.4120], [-3.1942, -1.4854, -0.9036], [0.2147, 3.6077, -4.5245], [-4.2884, 1.3079, -2.5030], [-0.6737, 5.6721, 1.0390], [4.1749, 6.1027, -0.9696], [1.0889, 1.6242, -4.3798], [2.6835, 4.2267, 0.1290], [-2.6963, 6.6394, -1.5046], [-2.7682, -1.3421, -3.0849], [1.3015, -2.9007, 0.0571], [-1.6161, 7.5893, 0.8600], [1.8182, -1.5400, 2.9719], [-0.0073, -1.1883, -6.4014], [1.6868, -1.5839, 4.6773], [-4.2381, -1.3010, 2.5975], [-2.0867, -2.7924, -3.8160], [-4.7905, -1.7679, -0.1923], [-1.7291, -1.2458, 2.7549], [-1.5487, -2.0410, -6.5659], [3.1511, -1.6801, 2.3310], [-3.6024, 4.5080, 2.5109], [1.2515, 1.4321, -5.8956], [-0.7642, -1.7539, -5.8605], [-0.1904, -0.6749, -3.7115], [-0.2907, -2.6581, -5.4799], [2.3863, -4.2224, -0.3833], [1.7502, 1.9433, 0.1773], [3.3944, -2.8108, -3.7194], [-2.4528, 8.3927, 0.1156], [-0.0673, 2.7891, -2.9879], [3.0528, 1.5579, 0.5482], [-4.5373, 0.7694, -3.4054], [2.8119, 0.2282, -2.6034], [3.0232, 7.4008, -0.5530], [2.3990, 2.2717, -3.9040], [0.4150, 3.9671, -0.3968], [-4.3330, 6.1967, -4.2849], [-2.8305, -1.3183, 3.5535], [-2.9549, 1.4337, -2.1166], [2.0615, -3.9316, -3.4529], [-4.1498, 4.0358, 1.7000], [-2.4352, -1.7833, -4.0264], [5.0980, 2.0519, 0.9793], [0.1941, -1.7406, -2.8556], [2.3789, 5.5541, -0.0970], [0.8716, 0.2863, -3.6675], [-2.1605, 1.0224, -2.7242], [1.8671, -0.2434, -2.8172], [3.9412, 3.7839, 0.4837], [2.9028, -3.4324, -2.9715], [0.8666, -3.9950, -1.2483], [2.0949, 0.7686, -6.0922], [-4.6289, 4.8057, 1.0882], [-1.1921, 7.9504, 1.7863], [-1.2250, 2.2959, -0.6709], [3.2616, 0.5073, 0.7109], [2.4178, -2.5677, -1.7994], [-3.5747, 7.7324, -3.7948], [-3.1903, 3.3236, 0.9497], [-3.2740, -1.1841, 1.1906], [0.1135, 0.0997, -0.5198], [-1.3099, 6.2995, 0.4342], [-3.6117, 2.6810, -0.1700], [-4.1974, -0.1206, -0.3929], [-3.9026, -1.1379, -0.1525], [3.7624, -2.4079, 2.8630], [-5.2732, 1.8801, -1.7232], [3.6811, -0.7272, 2.3224], [-3.3012, -1.8698, -4.6852], [4.2717, -2.6852, -0.6694], [-1.4056, 0.9349, -5.8701], [-1.6120, 4.5361, -1.2675], [-2.6922, 9.3934, 0.4476], [-4.9102, 3.3656, 2.1113]], "lumo_ev": 0.3, "de_lowest_kcal_mol": 2.0, "e_tot_ev": -85797.0270, "homo_lumo_gap_ev": 6.82}